Record 1
Computed, not measured: C16H36BrClN2O3P as an isolated structure, with the ωB97M-V functional and the def2-TZVPD basis.

Summary:
HOMO energy: -3.3 eV
orbital gap: 5.58 eV
net charge: -1

Structure (XYZ):
```
60
Properties=species:S:1:pos:R:3:mulliken_charge:R:1
C 6.588 0.529 5.636 -0.780
C 6.944 1.958 6.013 0.618
O 8.012 2.354 5.769 -0.523
O 6.043 2.738 6.659 -0.312
C 5.298 3.575 5.757 -0.810
C 4.424 2.726 4.828 -0.046
Br 4.219 3.754 3.133 -0.319
P 2.750 2.593 5.461 -0.047
O 2.938 1.807 6.914 -0.465
Cl 1.879 1.139 4.125 -0.265
H 7.440 -0.072 5.950 0.346
H 6.438 0.452 4.569 0.256
H 5.698 0.246 6.192 0.200
H 5.940 4.184 5.121 0.406
H 4.700 4.290 6.339 0.360
H 3.863 1.540 7.056 0.344
C -1.568 -3.733 1.833 -1.488
C -1.146 -2.270 1.839 -0.294
N 0.154 -2.048 1.243 0.188
C 0.702 -0.723 1.520 -0.649
C -0.049 0.490 0.965 -0.801
C 0.317 -2.524 -0.116 -1.122
C -0.654 -2.001 -1.181 -0.333
H -0.802 -4.363 2.288 0.324
H -2.489 -3.855 2.406 0.440
H -1.764 -4.099 0.823 0.293
H -1.104 -1.944 2.882 0.476
H -1.934 -1.670 1.357 0.221
H 1.738 -0.686 1.174 0.260
H 0.766 -0.609 2.604 0.365
H 0.078 0.590 -0.114 0.139
H 0.351 1.399 1.418 0.405
H -1.117 0.455 1.190 0.270
H 0.244 -3.617 -0.105 0.397
H 1.342 -2.326 -0.441 0.375
H -1.694 -2.042 -0.851 0.237
H -0.575 -2.616 -2.082 0.437
H -0.423 -0.978 -1.475 -0.113
C -5.142 1.529 -5.995 -1.435
C -3.779 1.450 -5.323 -0.331
N -3.740 0.516 -4.215 0.143
C -2.559 0.655 -3.378 -0.634
C -1.193 0.363 -4.008 -1.018
C -4.137 -0.847 -4.520 -0.692
C -3.378 -1.587 -5.629 -0.940
H -5.926 1.736 -5.265 0.331
H -5.145 2.335 -6.731 0.440
H -5.393 0.607 -6.522 0.291
H -3.543 2.446 -4.939 0.443
H -3.018 1.222 -6.086 0.271
H -2.678 0.031 -2.489 0.339
H -2.541 1.682 -2.999 0.331
H -1.039 -0.704 -4.164 0.131
H -0.402 0.703 -3.337 0.411
H -1.056 0.880 -4.960 0.351
H -5.198 -0.839 -4.790 0.360
H -4.096 -1.441 -3.604 0.347
H -3.263 -0.981 -6.529 0.239
H -3.931 -2.486 -5.912 0.387
H -2.391 -1.912 -5.302 0.247
```

=====

Record 2
Computed, not measured: C16H36F12N3O17S4V as an isolated structure, with the ωB97M-V functional and the def2-TZVPD basis.

Summary:
HOMO energy: -7.4 eV
orbital gap: 5.87 eV
net charge: 0

Structure (XYZ):
```
89
Properties=species:S:1:pos:R:3:mulliken_charge:R:1
O 1.855 -0.341 0.929 0.153
V 1.031 1.000 0.590 0.503
O -0.042 0.500 -0.486 -0.256
C 0.476 -5.030 2.807 -1.276
C 1.298 -5.129 1.513 0.027
C 1.997 -3.818 1.053 -0.305
O 3.009 -3.507 2.012 -0.398
C 4.133 -2.726 1.477 -0.634
N 2.314 -6.203 1.776 -0.172
H 1.985 -6.958 2.360 0.347
H 2.652 -6.618 0.919 0.380
H 3.147 -5.778 2.156 0.313
H -0.355 -4.337 2.671 0.053
H 1.084 -4.800 3.682 0.444
H 0.062 -6.004 3.070 0.472
H 0.627 -5.386 0.693 0.325
H 1.258 -3.022 0.961 0.162
H 2.267 -4.061 0.025 0.440
H 5.043 -2.751 2.077 0.301
H 3.913 -1.714 1.136 0.046
H 4.384 -3.220 0.539 0.420
C -3.245 2.564 0.429 -1.063
C -4.225 1.414 0.141 0.345
C -3.684 0.163 -0.632 0.365
O -4.713 -0.689 -0.921 -0.510
C -4.347 -1.803 -1.587 -0.554
N -4.648 0.932 1.500 -0.104
H -5.342 0.204 1.587 0.431
H -3.853 0.646 2.053 0.163
H -4.933 1.699 2.092 0.432
H -2.320 2.184 0.862 0.022
H -3.636 3.433 0.957 0.525
H -2.834 2.970 -0.495 0.056
H -5.136 1.932 -0.159 0.270
H -2.853 -0.375 -0.175 0.301
H -3.327 0.500 -1.605 -0.239
H -4.166 -1.546 -2.631 0.141
H -5.167 -2.520 -1.567 0.327
H -3.547 -2.399 -1.148 0.251
C -2.461 -0.597 -5.155 -1.638
C -1.475 0.631 -5.145 0.206
C -1.641 1.520 -3.896 -0.238
O -1.217 2.824 -4.273 -0.531
C -0.689 3.654 -3.221 -0.370
N -0.068 0.103 -5.316 0.010
H -0.169 -0.881 -5.516 0.384
H 0.383 0.298 -6.198 0.385
H 0.465 0.380 -4.504 0.358
H -2.377 -1.372 -5.917 0.476
H -3.495 -0.269 -5.260 0.416
H -2.421 -1.158 -4.221 0.400
H -1.699 1.094 -6.106 0.205
H -1.105 1.134 -3.028 0.138
H -2.718 1.596 -3.749 0.496
H -0.383 4.668 -3.479 0.361
H 0.146 3.147 -2.738 0.005
H -1.492 3.764 -2.493 0.217
C -0.882 -1.481 3.638 0.463
F 0.459 -1.823 3.817 -0.174
F -1.360 -2.034 2.497 -0.225
F -1.591 -1.905 4.721 -0.230
S -1.071 0.327 3.545 1.284
O -0.163 0.830 2.487 -0.874
O -2.450 0.515 3.238 -0.993
O -0.692 0.813 4.892 -0.706
C 3.891 -0.220 -2.087 0.556
F 4.351 -0.757 -3.215 -0.232
F 3.233 -1.166 -1.504 -0.222
F 4.811 0.233 -1.176 -0.199
S 2.814 1.263 -2.389 1.116
O 2.331 1.568 -1.013 -0.809
O 3.696 2.245 -2.999 -0.682
O 1.780 0.670 -3.261 -1.023
C 4.247 0.899 3.496 0.531
F 4.791 -0.085 2.739 -0.236
F 3.234 0.432 4.258 -0.227
F 5.261 1.119 4.346 -0.248
S 3.672 2.462 2.458 1.212
O 4.669 2.693 1.400 -0.727
O 2.335 2.113 1.937 -0.072
O 3.632 3.632 3.385 -0.703
C -0.096 4.872 2.706 0.605
F 0.225 6.159 3.001 -0.198
F 0.677 4.088 3.491 -0.170
F -1.473 4.518 2.709 -0.214
S 0.385 4.545 0.894 1.062
O 0.233 3.108 0.556 -0.055
O -0.438 5.524 0.129 -0.734
O 1.741 4.901 0.857 -0.667
```

=====

Record 3
Computed, not measured: a 3-piece molecular cluster, C16H36IO10PS overall, with the ωB97M-V functional and the def2-TZVPD basis.

Summary:
HOMO energy: -8.9 eV
orbital gap: 8.86 eV
net charge: 0

Structure (XYZ):
```
65
Properties=species:S:1:pos:R:3:mulliken_charge:R:1
O 2.812 0.246 -4.157 -0.516
S 3.266 -1.102 -4.367 0.614
O 4.155 -1.035 -5.737 -0.338
C 3.895 -1.935 -6.822 -0.406
C 4.143 -3.392 -6.467 -0.360
C 3.397 -3.927 -5.231 -1.121
C 2.015 -3.326 -4.945 0.060
P 0.731 -4.039 -6.132 0.031
O 0.523 -2.839 -7.237 -0.453
I -1.238 -3.622 -4.777 -0.021
O 1.976 -1.892 -4.991 -0.287
H 2.880 -1.760 -7.179 0.223
H 4.584 -1.629 -7.610 0.381
H 3.904 -3.991 -7.351 0.326
H 5.213 -3.519 -6.293 0.287
H 3.246 -5.004 -5.351 0.446
H 4.023 -3.814 -4.343 0.397
H 1.696 -3.644 -3.948 0.420
H 0.958 -3.066 -8.070 0.331
C -4.730 0.967 1.359 -0.881
O -3.422 0.823 0.857 -0.296
C -2.812 -0.419 1.159 -0.307
C -2.024 -0.957 -0.015 -0.530
O -2.819 -1.410 -1.097 -0.403
C -3.359 -0.440 -1.981 -0.365
C -2.356 0.155 -2.944 -0.169
O -1.484 1.061 -2.301 -0.337
C -0.175 1.053 -2.829 -0.761
H -4.733 1.139 2.442 0.309
H -5.176 1.831 0.867 0.254
H -5.341 0.084 1.144 0.394
H -3.568 -1.154 1.458 0.417
H -2.116 -0.289 2.000 0.225
H -1.502 -1.848 0.343 0.397
H -1.278 -0.229 -0.340 0.203
H -3.890 0.349 -1.444 0.135
H -4.084 -0.994 -2.583 0.392
H -2.913 0.674 -3.737 0.387
H -1.781 -0.656 -3.405 -0.039
H 0.199 0.032 -2.947 0.273
H 0.465 1.586 -2.130 0.325
H -0.122 1.550 -3.803 0.359
C -2.072 2.585 3.529 -0.738
O -0.891 1.993 4.030 -0.358
C 0.302 2.632 3.617 -0.538
C 1.319 2.693 4.735 -0.376
O 0.988 3.595 5.778 -0.416
C 0.033 3.183 6.741 -0.253
C 0.560 2.209 7.772 -0.581
O 0.744 0.917 7.225 -0.278
C 1.831 0.208 7.769 -0.766
H -2.230 2.335 2.475 0.297
H -2.902 2.188 4.114 0.193
H -2.053 3.674 3.645 0.438
H 0.091 3.647 3.263 0.369
H 0.750 2.073 2.784 0.357
H 2.238 3.095 4.301 0.372
H 1.528 1.692 5.117 0.188
H -0.871 2.789 6.274 0.109
H -0.226 4.097 7.280 0.376
H -0.169 2.162 8.593 0.375
H 1.504 2.590 8.181 0.342
H 2.734 0.828 7.807 0.336
H 2.018 -0.648 7.122 0.237
H 1.617 -0.156 8.781 0.320
```

=====

Record 4
Computed, not measured: C16H37AsMoN3OS2SbSe4Si3 as an isolated structure, with the ωB97M-V functional and the def2-TZVPD basis.

Summary:
HOMO energy (alpha / beta): -9.8 / -9.9 eV
spin multiplicity: 2
orbital gap (alpha / beta): 5.97 / 5.88 eV
net charge: +1
⟨S²⟩: 0.7721

Structure (XYZ):
```
69
Properties=species:S:1:pos:R:3:mulliken_charge:R:1
Mo -1.841 0.967 -1.133 -0.192
O -3.351 2.263 -1.652 -0.776
N -3.900 2.259 -2.881 0.626
C -4.774 3.251 -3.149 -0.235
C -5.411 3.302 -4.356 -0.728
C -5.141 2.313 -5.304 -0.116
C -4.238 1.320 -5.009 -0.943
C -3.602 1.292 -3.767 0.689
S -2.425 0.092 -3.362 -0.317
H -4.912 3.954 -2.344 0.438
H -6.106 4.104 -4.553 0.428
H -5.626 2.335 -6.270 0.419
H -3.985 0.551 -5.724 0.491
C 3.574 -1.677 -1.616 -1.157
Si 2.610 -2.697 -0.381 0.660
C 3.704 -3.594 0.850 -1.322
C 1.453 -3.878 -1.236 -1.125
As 1.193 -1.151 0.806 -0.052
Si -0.314 -2.433 2.166 0.627
C 0.837 -3.499 3.174 -1.127
C -1.302 -1.326 3.311 -0.943
C -1.406 -3.449 1.044 -1.216
Si 2.635 0.464 1.887 0.521
C 4.379 -0.038 1.464 -1.075
C 2.360 0.364 3.739 -1.014
C 2.258 2.142 1.151 -0.549
H 3.428 -2.097 -2.614 0.373
H 4.642 -1.709 -1.388 0.398
H 3.262 -0.634 -1.674 0.339
H 3.423 -4.648 0.898 0.384
H 3.657 -3.194 1.863 0.359
H 4.746 -3.545 0.524 0.436
H 2.064 -4.563 -1.834 0.411
H 0.778 -3.355 -1.916 0.281
H 0.868 -4.484 -0.543 0.289
H 1.508 -2.904 3.800 0.281
H 1.444 -4.160 2.555 0.264
H 0.236 -4.126 3.838 0.402
H -0.689 -0.616 3.866 0.229
H -1.791 -1.967 4.051 0.421
H -2.094 -0.789 2.788 0.292
H -1.370 -4.496 1.357 0.398
H -1.104 -3.398 -0.002 0.344
H -2.442 -3.116 1.106 0.421
H 4.642 -1.043 1.795 0.289
H 5.055 0.662 1.965 0.431
H 4.565 0.042 0.392 0.255
H 3.151 -0.229 4.203 0.337
H 1.409 -0.085 4.020 0.173
H 2.400 1.363 4.180 0.391
H 1.369 2.149 0.518 -0.194
H 3.097 2.450 0.523 0.393
H 2.144 2.890 1.939 0.298
C -0.873 3.141 2.739 -1.290
N -1.086 2.207 1.645 0.340
C -1.531 2.532 0.439 0.667
N -1.812 3.803 0.215 -0.192
S -2.715 -0.339 0.219 -0.321
H -0.461 2.600 3.587 0.270
H -1.811 3.605 3.051 0.423
H -0.162 3.919 2.452 0.448
H -0.933 1.228 1.817 -0.250
H -1.716 4.529 0.908 0.209
H -2.134 4.065 -0.705 0.264
Se 1.393 -0.100 -4.739 -0.398
Sb -0.124 1.678 -4.638 0.775
Se 0.461 -0.052 -1.154 0.172
Se -1.248 2.687 -6.418 -0.454
Se -0.315 2.870 -2.484 -0.375
```

=====

Calculated calculated total energy, -4342.0531, -5809.5923, -2420.7412, -14686.1483 Eh (same order as the records).
Calculated molecular weight, 450.81, 949.66, 578.40, 1044.35 g/mol (same order as the records).